ORCA calculation (ωB97M-V/def2-TZVPD) on a single C3H7N3OS molecule at a distorted geometry.

Each line ends with the Mulliken charge.
Element x y z (Å)
S -2.86 0.85 0.47  -0.355
O 0.53 1.49 -0.37  -0.146
N -0.06 -1.92 0.86  -0.782
N -1.22 -1.18 0.71  0.083
N 1.04 0.36 -0.98  -0.277
C 1.52 0.59 -2.14  -0.402
C -1.37 0.14 0.67  0.338
C -0.15 1.01 0.81  -0.415
H -2.06 -1.75 0.53  0.228
H 1.76 -0.27 -2.70  0.274
H -0.42 1.95 1.31  0.310
H 1.56 1.61 -2.56  0.283
H 0.43 -1.74 1.83  0.269
H 0.64 0.53 1.43  0.240
H 0.66 -1.67 0.12  0.352

## Properties
Energy relative to the best compared isomer or geometry (same formula, charge and spin): 92.8 kcal per mole
E_tot: -20574.159 eV
Orbital gap: 0.3278 hartree
E_HOMO: -8.40 eV